No. 1
{
  "formula": "C28H29N3PtSi",
  "method": "the ωB97M-V functional and the def2-TZVPD basis",
  "species": ["Pt", "Si", "N", "N", "N", "C", "C", "C", "C", "C", "C", "C", "C", "C", "C", "C", "C", "C", "C", "C", "C", "C", "C", "C", "C", "C", "C", "C", "C", "C", "C", "C", "C", "H", "H", "H", "H", "H", "H", "H", "H", "H", "H", "H", "H", "H", "H", "H", "H", "H", "H", "H", "H", "H", "H", "H", "H", "H", "H", "H", "H", "H"],
  "xyz": [[0.553, -0.547, -1.663], [0.229, -2.055, -3.393], [3.348, 0.955, -1.536], [2.428, -1.062, -0.735], [1.214, 1.270, -0.579], [0.822, 3.287, 0.712], [2.404, 1.797, -0.919], [0.295, -3.894, -3.368], [-1.474, -0.722, -7.515], [-0.761, -2.231, 0.542], [0.381, -1.173, -6.016], [-0.517, -1.472, -4.983], [1.981, 3.884, 0.201], [-0.745, -6.485, -3.211], [-0.055, -4.593, -4.549], [3.823, -2.651, 0.341], [-0.309, -0.867, 0.327], [4.968, -2.027, -0.173], [-2.381, -1.230, -0.765], [2.565, -2.152, 0.057], [-0.591, -5.877, -4.466], [3.521, -0.367, -1.079], [-1.983, -2.432, -0.121], [-0.097, -0.807, -7.273], [4.807, -0.875, -0.937], [-1.372, -0.221, -0.539], [0.636, 1.039, -3.289], [2.776, 3.118, -0.648], [-2.364, -0.973, -6.462], [0.285, -4.564, -2.136], [-1.902, -1.351, -5.191], [-0.268, -5.846, -2.055], [0.473, 1.994, 0.318], [2.263, 4.898, 0.460], [0.059, -4.118, -5.523], [-1.525, 0.859, -0.613], [0.512, 2.005, -2.785], [3.896, -3.550, 0.952], [1.441, -0.590, -3.134], [-0.800, -1.749, -2.317], [-1.210, -7.469, -3.132], [-3.302, -1.065, -1.332], [5.620, -0.283, -1.362], [-3.433, -0.880, -6.663], [5.970, -2.414, 0.014], [3.719, 3.469, -1.064], [0.165, 3.803, 1.415], [1.586, 1.092, -3.842], [0.624, -0.606, -8.065], [-2.577, -3.350, -0.084], [-2.615, -1.572, -4.391], [1.650, -2.619, 0.415], [0.682, -4.092, -1.235], [0.268, -0.327, 1.088], [-0.914, -6.405, -5.367], [-0.261, -2.935, 1.207], [-1.828, -0.480, -8.526], [-0.341, -6.344, -1.084], [-0.204, 0.861, -3.972], [1.454, -1.233, -5.821], [-0.427, 1.545, 0.740], [4.228, 1.435, -1.714]],
  "atomic_forces_ev_per_a": [[-0.781, -0.135, -2.754], [0.534, 0.010, -0.285], [-0.161, 0.010, -0.192], [2.335, -0.438, 2.031], [1.003, 2.357, 2.192], [-0.219, -0.349, 0.042], [-0.294, -0.303, 0.067], [0.078, -0.490, -0.418], [0.363, -0.128, 0.322], [-0.112, 0.690, 0.003], [-0.663, 0.028, -0.228], [0.067, 0.027, -0.253], [-0.069, -0.652, -0.563], [0.243, 0.275, 0.062], [-0.167, -0.234, 0.579], [0.131, -0.378, 0.365], [-2.452, -0.641, 0.083], [-0.269, 0.240, -0.519], [0.505, 0.335, 0.549], [1.045, 0.525, -1.072], [0.099, -0.109, 0.327], [-0.605, -0.255, 0.227], [-0.095, 0.684, 0.019], [0.062, -0.036, -0.101], [0.241, -0.048, 0.368], [-0.787, -1.185, 1.817], [-0.520, 0.991, -0.741], [-0.124, 0.150, 0.379], [-0.019, 0.004, -0.119], [-0.240, -0.569, -0.212], [0.284, 0.073, -0.744], [0.121, -0.078, -0.246], [0.793, 0.724, -0.611], [-0.047, -0.109, -0.023], [-0.201, 0.014, 0.242], [-0.152, -0.569, -0.262], [-0.151, -0.262, 0.012], [0.119, 0.263, -0.093], [-0.304, -0.969, 0.371], [-0.212, 0.252, 0.260], [0.142, 0.279, -0.034], [0.425, -0.133, 0.209], [0.045, -0.384, 0.315], [0.238, -0.076, 0.189], [-0.324, -0.002, -0.032], [-0.178, 0.123, 0.239], [0.319, -0.114, -0.240], [-0.347, -0.015, -0.017], [-0.249, 0.005, 0.057], [0.341, 0.326, -0.186], [0.293, 0.101, -0.230], [0.102, 0.117, -0.232], [-0.404, 0.065, -0.260], [0.029, -0.393, -0.591], [0.141, 0.189, 0.274], [-0.229, 0.105, -0.166], [0.052, -0.035, 0.589], [0.031, 0.139, -0.351], [0.410, 0.169, 0.137], [-0.247, 0.026, -0.170], [0.417, 0.089, -0.391], [-0.391, -0.293, 0.013]],
  "lowdin_spin": [0.753, 0.263, -0.001, 0.026, 0.104, 0.004, 0.011, 0.044, 0.000, 0.022, 0.015, 0.038, 0.004, 0.026, 0.026, 0.001, 0.022, -0.002, 0.025, 0.001, -0.003, 0.003, 0.028, 0.001, 0.002, 0.083, 0.254, 0.003, 0.001, 0.030, 0.009, -0.003, 0.012, 0.000, 0.001, 0.004, 0.019, 0.000, 0.042, 0.089, 0.002, 0.001, 0.000, 0.000, 0.000, 0.001, 0.001, 0.011, 0.000, 0.002, 0.003, 0.000, 0.001, 0.000, -0.001, 0.000, 0.000, -0.001, 0.012, 0.009, 0.001, 0.000],
  "total_energy_ev": -45094.471,
  "gap_ev": [5.47, 5.58],
  "lumo_ev": [0.19, -0.21],
  "relative_energy_kj_mol": 159.2,
  "spin_multiplicity": 3
}

No. 2
{
  "formula": "H3N2O2P",
  "method": "the ωB97M-V functional and the def2-TZVPD basis",
  "species": ["P", "O", "O", "N", "N", "H", "H", "H"],
  "xyz": [[1.152, 0.089, -0.921], [-1.375, 1.123, 0.767], [-2.404, 0.448, -0.989], [1.263, -0.476, 0.606], [-1.487, 0.931, -0.466], [1.566, 0.175, 1.386], [0.642, -1.132, -1.267], [0.643, -1.157, 0.885]],
  "atomic_forces_ev_per_a": [[-0.544, 1.011, -0.116], [-0.269, 0.111, -1.633], [-2.307, -0.798, -1.622], [2.215, 3.208, 1.560], [3.542, 0.242, 3.242], [-0.628, -1.236, -1.414], [-0.613, -0.759, -0.999], [-1.396, -1.778, 0.983]],
  "lowdin_charge": [0.846, -0.116, 0.011, -0.319, -0.368, 0.084, -0.138, -0.001],
  "total_energy_ev": -16407.938,
  "gap_ev": [8.12, 6.18],
  "lumo_ev": [-1.04, -1.61],
  "relative_energy_kj_mol": 476.4
}

No. 3
{
  "formula": "C5H8IP",
  "method": "the ωB97M-V functional and the def2-TZVPD basis",
  "species": ["I", "P", "C", "C", "C", "C", "C", "H", "H", "H", "H", "H", "H", "H", "H"],
  "xyz": [[-3.923, -0.287, 0.045], [-2.162, 1.385, 0.490], [-0.212, -0.836, -0.973], [0.028, -0.362, 0.279], [-0.684, 0.511, 1.108], [1.206, -1.129, 0.913], [-1.567, 1.725, -1.038], [-0.510, 0.687, 2.112], [2.032, -0.501, 1.179], [-2.312, 2.240, -1.705], [-0.470, 1.597, -1.230], [1.533, -1.922, 0.322], [0.678, -1.036, -1.555], [0.793, -1.436, 1.869], [-1.181, -1.020, -1.365]],
  "atomic_forces_ev_per_a": [[-0.513, -0.547, -0.114], [0.762, -0.192, 1.721], [-0.161, 0.521, -1.218], [0.640, -0.059, 3.097], [-1.204, -0.738, -3.181], [-1.014, 2.073, 1.347], [0.379, 0.854, -2.024], [0.888, -0.064, 1.859], [0.637, 0.531, -0.056], [1.309, -0.587, 0.201], [-1.434, 0.581, -0.196], [0.433, -1.366, -0.747], [-0.224, -0.566, -0.216], [0.189, -0.658, 0.047], [-0.687, 0.217, -0.519]],
  "lowdin_charge": [0.286, 0.412, 0.040, -0.440, -0.300, -0.049, -0.351, 0.028, 0.072, 0.024, 0.030, 0.050, 0.083, 0.085, 0.027],
  "total_energy_ev": -22700.388,
  "gap_ev": [7.06, 6.68],
  "lumo_ev": [-1.11, -1.11],
  "relative_energy_kj_mol": 300.2,
  "smiles": "C=C(C)C=P(=C)I"
}